ORCA calculation (ωB97M-V/def2-TZVPD) on a 6-piece molecular cluster, C20H36Cl2F8N6O15 overall in a non-equilibrium geometry.

Kohn-Sham gap: 9.36 eV
DFT total energy: -107743.8487 eV
F_max: 2.69 eV/A
SMILES: CCOCCON(CCOCC(F)(F)C(F)(F)C(F)(F)C(F)F)C(=O)O[C@H](Cl)[C@@H](C)Cl.C[N+](=O)[O-].C[N+](=O)[O-].C[N+](=O)[O-].C[N+](=O)[O-].C[N+](=O)[O-]

```
! wB97M-V def2-TZVPD RIJCOSX def2/J DEFGRID3
* xyz 0 1
C -0.02810 -3.04330 0.18536
C 0.77964 -4.06180 -0.62420
O 1.45335 -3.54513 -1.76347
C 0.64094 -2.75621 -2.61991
C 1.02045 -1.29559 -2.41120
O 0.65496 -0.49432 -3.54502
N 0.39694 0.80927 -3.10945
C -0.83133 1.31882 -3.67540
C -1.99331 0.60794 -2.96807
O -3.15340 1.43968 -2.92755
C -4.04694 0.88759 -1.99982
C -5.42440 1.50619 -2.15779
F -5.37146 2.80444 -1.87164
F -5.77693 1.39944 -3.43866
C -6.53619 0.78384 -1.34469
F -6.29726 -0.51172 -1.21724
F -7.66277 0.90042 -2.03472
C -6.84340 1.37903 0.06139
F -7.61009 2.43815 -0.03331
F -7.57322 0.45491 0.68980
C -5.61519 1.64195 0.96796
F -5.22890 2.89462 0.89975
F -6.00500 1.43951 2.23419
C 1.52073 1.67788 -3.30358
O 2.05566 1.79462 -4.32966
O 1.96112 2.38130 -2.21072
C 2.66807 1.62471 -1.28302
Cl 1.61008 1.07680 0.07347
C 3.77161 2.46492 -0.61232
C 4.80290 1.54308 0.06943
Cl 4.51139 3.60136 -1.76940
H 0.52086 -2.11369 0.31580
H -1.01403 -2.85679 -0.23647
H -0.17551 -3.44344 1.18756
H 0.13627 -4.91948 -0.86021
H 1.56219 -4.43427 0.04425
H -0.42536 -2.95497 -2.51525
H 0.91691 -3.04421 -3.63836
H 2.08794 -1.23079 -2.20742
H 0.44478 -0.91761 -1.57643
H -0.91944 2.39730 -3.58165
H -0.90338 1.04352 -4.73320
H -2.23007 -0.35534 -3.42482
H -1.65465 0.46462 -1.93495
H -3.66903 1.12870 -0.99860
H -4.11680 -0.19382 -2.12460
H -4.79026 0.95373 0.79193
H 3.17169 0.77526 -1.73857
H 3.30255 3.02570 0.18832
H 4.40413 0.53379 0.05957
H 4.92882 1.84000 1.10045
H 5.76322 1.62830 -0.43084
C 0.98223 5.71864 -2.02917
N 1.01465 5.41663 -0.57139
O 2.01267 5.73610 0.04426
O 0.03673 4.86590 -0.10258
H 1.91320 6.20176 -2.30251
H 0.86647 4.77461 -2.55283
H 0.13405 6.37360 -2.20794
C 6.12190 -1.38579 3.73320
N 5.37638 -0.36545 2.94426
O 4.56441 -0.76695 2.13143
O 5.63547 0.79967 3.17451
H 5.78886 -2.37064 3.42530
H 7.18002 -1.25138 3.53064
H 5.90082 -1.20940 4.78041
C -9.89447 2.69576 1.87854
N -11.09726 2.37001 2.69569
O -10.97763 1.52751 3.56426
O -12.11860 2.97478 2.43206
H -9.06721 2.08627 2.22179
H -10.13401 2.47735 0.84252
H -9.68272 3.75224 2.01602
C 3.08924 -7.52892 -1.47192
N 3.20113 -6.33295 -0.59252
O 2.39509 -6.22000 0.31533
O 4.09063 -5.54780 -0.84332
H 2.25653 -8.13315 -1.13032
H 2.92370 -7.17327 -2.48492
H 4.02430 -8.07625 -1.39814
C 7.49688 -1.73293 7.79355
N 8.08174 -1.66460 6.42455
O 8.43454 -2.70799 5.90732
O 8.16256 -0.56322 5.91698
H 7.48740 -2.76839 8.11398
H 8.12093 -1.12855 8.44516
H 6.48859 -1.33213 7.73879
*
```

Atomic partial charges in e from the Löwdin method, atoms 1 to 5:
1. C -0.069
2. C -0.266
3. O -0.143
4. C -0.183
5. C -0.160